Molecular formula: C6H12N2O
Method: DFT, wB97M-V/def2-TZVPD

Computed properties:
LUMO (alpha / beta) = -4.04 / -7.95 eV
Net charge = +1
Energy above the lowest of the compared OMol25 structures with the same formula, charge and spin = 0.404 eV
2S+1 = 2
E_HOMO (alpha / beta) = -12.367 / -12.367 eV

```
21
Properties=species:S:1:pos:R:3:forces:R:3:lowdin_spin:R:1
C 0.812570 -2.792605 -1.496108 -0.265 -0.234 0.089 0.05
C 1.150829 -0.744325 1.363610 -0.403 -0.545 1.055 0.25
C 1.220335 -2.915391 1.091664 0.415 -0.481 -0.155 0.29
C 1.007309 -2.226348 -0.164446 -0.002 0.185 0.139 0.27
N 1.329892 -1.991012 2.016082 0.110 0.399 -0.079 0.09
N 0.978098 -0.908220 0.093861 -0.163 0.479 -0.686 0.00
H 1.589264 -2.166349 2.980893 -0.205 0.201 -0.022 0.00
H 0.981458 0.150310 1.948861 0.400 0.111 -0.195 0.01
H 1.366481 -3.961805 1.294248 -0.092 -0.162 -0.017 0.01
H 0.095468 -2.195944 -2.048107 -0.145 0.121 -0.071 0.01
H 0.499302 -3.825936 -1.449162 -0.174 -0.244 0.043 0.00
H 1.726117 -2.784374 -2.076435 0.513 0.172 -0.106 0.02
C -1.690835 3.494832 -1.306511 -0.822 0.807 -0.184 0.00
C -1.763197 2.115824 -0.711260 1.247 -0.625 0.385 0.00
O -2.140827 4.490996 -0.381339 0.301 -0.310 0.466 0.00
H -0.725302 3.800726 -1.706941 0.375 -0.435 0.156 0.00
H -2.374107 3.603249 -2.133512 -0.339 -0.099 -0.344 0.00
H -1.576885 1.254391 -1.358285 -0.307 0.380 -0.539 0.00
H -1.684885 4.371623 0.469318 -0.158 0.082 -0.481 0.00
H -2.658995 1.929947 -0.139515 -0.457 0.179 -0.032 0.00
H -0.923633 2.029417 -0.026627 0.168 0.018 0.578 0.00
```
Forces are in eV/Å.